Molecular formula: C15H42ClO10
Method: DFT, ωB97M-V with the def2-TZVPD basis set

Properties
Energy relative to the best compared isomer or geometry (same formula, charge and spin)   71.9 kcal per mole
Net charge   -1
2S+1   1

Geometry (Å):
Cl1 0.508 -0.457 -0.470
O1 0.769 0.029 0.891
O2 1.263 0.290 -1.438
O3 0.919 -1.831 -0.550
O4 -0.898 -0.328 -0.812
O5 -0.048 -1.823 -6.586
H1 -0.244 -2.749 -6.442
H2 0.314 -1.522 -5.753
C1 3.654 8.740 1.300
C2 3.124 7.494 1.872
C3 1.752 7.622 2.543
O6 3.122 6.523 0.877
H3 4.553 8.781 0.685
H4 3.895 9.390 2.142
H5 2.851 9.212 0.734
H6 3.916 7.258 2.582
H7 1.046 8.023 1.816
H8 1.906 8.320 3.366
H9 1.338 6.704 2.961
H10 2.748 5.725 1.260
C4 -1.677 -8.183 -1.123
C5 -1.116 -7.988 -2.467
C6 -1.940 -6.988 -3.211
O7 0.245 -7.625 -2.516
H11 -1.086 -8.924 -0.584
H12 -2.695 -8.572 -1.089
H13 -1.568 -7.285 -0.514
H14 -1.126 -8.944 -2.990
H15 -3.019 -7.143 -3.209
H16 -1.611 -6.816 -4.236
H17 -1.816 -6.013 -2.740
H18 0.445 -6.769 -2.132
C7 6.216 2.364 -7.997
C8 5.897 2.361 -6.516
C9 7.035 2.673 -5.553
O8 4.913 3.310 -6.191
H19 5.508 1.754 -8.557
H20 7.202 1.920 -8.131
H21 6.292 3.389 -8.360
H22 5.620 1.314 -6.400
H23 6.679 2.751 -4.525
H24 7.518 3.623 -5.780
H25 7.760 1.863 -5.475
H26 4.625 3.020 -5.322
C10 1.056 -1.966 7.425
C11 0.238 -3.076 6.820
C12 0.964 -4.238 6.142
O9 -0.656 -3.584 7.737
H27 1.697 -1.542 6.651
H28 1.613 -2.116 8.350
H29 0.363 -1.147 7.614
H30 -0.447 -2.713 6.054
H31 1.692 -3.924 5.395
H32 0.203 -4.791 5.592
H33 1.439 -4.874 6.889
H34 -1.284 -2.866 7.849
C13 -8.388 0.526 0.708
C14 -8.268 1.441 1.838
C15 -9.289 1.295 2.989
O10 -6.988 1.181 2.406
H35 -9.323 0.613 0.156
H36 -8.401 -0.466 1.160
H37 -7.625 0.479 -0.069
H38 -8.233 2.466 1.468
H39 -9.850 0.371 2.853
H40 -10.026 2.090 2.876
H41 -8.899 1.536 3.978
H42 -6.379 0.814 1.761

These are the Mulliken partial charges, in e, on atoms 1 to 2: 1.57, -0.65

=====

Molecular formula: C15H43F5GaN14O27
Method: DFT, ωB97M-V with the def2-TZVPD basis set

Properties
Energy   -5818.28098 a.u.
Net charge   -1
2S+1   1

Geometry (Å):
N1 -0.316 -2.354 -4.778
Ga1 0.314 -1.352 -3.191
O1 1.458 0.061 -3.854
C1 1.564 -2.602 -2.091
F1 1.553 -3.927 -2.781
F2 2.985 -2.114 -2.121
C2 1.108 -2.813 -0.531
F3 1.756 -4.096 -0.077
F4 -0.379 -2.911 -0.406
F5 1.670 -1.753 0.376
H1 -0.492 -3.338 -4.445
H2 0.525 -2.430 -5.409
H3 -0.926 -0.767 -2.369
H4 2.320 -0.451 -4.055
C3 1.993 2.544 -1.280
N2 0.826 2.401 -0.369
O2 -0.023 1.552 -0.666
O3 0.795 3.144 0.618
H5 1.890 1.831 -2.102
H6 1.994 3.569 -1.657
H7 2.893 2.333 -0.699
C4 4.096 1.300 2.384
N3 5.154 2.038 1.642
O4 4.784 2.913 0.851
O5 6.325 1.718 1.876
H8 3.119 1.683 2.081
H9 4.191 0.242 2.129
H10 4.262 1.468 3.450
C5 2.055 6.382 0.822
N4 1.852 6.596 -0.636
O6 0.855 7.243 -0.979
O7 2.698 6.109 -1.395
H11 1.240 6.863 1.367
H12 2.056 5.305 1.000
H13 3.015 6.830 1.090
C6 -1.002 5.672 4.240
N5 0.056 6.410 3.499
O8 -0.313 7.285 2.707
O9 1.227 6.090 3.733
H14 -1.979 6.055 3.937
H15 -0.906 4.614 3.985
H16 -0.836 5.840 5.306
C7 1.153 -5.200 2.696
N6 0.126 -5.527 3.723
O10 0.207 -6.633 4.271
O11 -0.731 -4.666 3.948
H17 1.839 -6.044 2.601
H18 0.631 -5.020 1.754
H19 1.684 -4.308 3.034
C8 1.650 -7.476 -1.309
N7 1.446 -7.262 -2.767
O12 0.450 -6.615 -3.110
O13 2.292 -7.749 -3.526
H20 0.835 -6.995 -0.764
H21 1.650 -8.553 -1.131
H22 2.609 -7.028 -1.041
C9 -0.281 -10.771 -3.581
N8 -0.961 -10.424 -2.304
O14 -1.988 -9.740 -2.377
O15 -0.445 -10.850 -1.264
H23 -0.842 -10.333 -4.410
H24 0.729 -10.359 -3.539
H25 -0.263 -11.860 -3.660
C10 -2.442 2.577 1.420
N9 -3.122 2.923 2.697
O16 -4.149 3.608 2.624
O17 -2.605 2.498 3.737
H26 -3.002 3.014 0.591
H27 -1.431 2.989 1.462
H28 -2.424 1.488 1.341
C11 -7.099 4.538 0.339
N10 -6.628 3.663 -0.768
O18 -5.435 3.742 -1.083
O19 -7.468 2.921 -1.289
H29 -6.259 5.133 0.702
H30 -7.884 5.182 -0.061
H31 -7.483 3.890 1.131
C12 -4.266 0.814 6.305
N11 -4.946 1.160 7.582
O20 -5.973 1.845 7.509
O21 -4.429 0.735 8.622
H32 -4.827 1.251 5.476
H33 -3.256 1.226 6.347
H34 -4.248 -0.275 6.226
C13 -3.020 -7.140 3.470
N12 -3.224 -6.925 2.011
O22 -4.221 -6.279 1.668
O23 -2.378 -7.413 1.252
H35 -3.835 -6.659 4.015
H36 -3.020 -8.217 3.647
H37 -2.061 -6.692 3.737
C14 4.600 7.920 -3.415
N13 6.027 7.528 -3.570
O24 6.881 8.362 -3.247
O25 6.249 6.395 -4.013
H38 4.554 8.937 -3.019
H39 4.135 7.870 -4.402
H40 4.138 7.215 -2.721
C15 1.077 3.263 -6.238
N14 0.997 1.822 -6.600
O26 -0.044 1.432 -7.141
O27 1.981 1.124 -6.331
H41 0.147 3.754 -6.531
H42 1.221 3.324 -5.157
H43 1.925 3.691 -6.776

These are the Mulliken partial charges, in e, on atoms 1 to 2: -0.53, 0.03

=====

Molecular formula: C15H44F3N7O9S
Method: DFT, ωB97M-V with the def2-TZVPD basis set

Properties
Energy relative to the best compared isomer or geometry (same formula, charge and spin)   29.5 kcal per mole
2S+1   1

Geometry (Å):
O1 -0.498 -0.248 0.388
H1 -1.260 -0.885 0.532
H2 -0.655 0.626 0.909
H3 0.333 -0.630 0.761
C1 0.027 3.978 3.352
F1 1.333 4.000 3.101
F2 -0.182 4.594 4.502
F3 -0.665 4.637 2.439
S1 -0.540 2.161 3.399
O2 -1.926 2.290 3.817
O3 -0.443 1.640 2.029
O4 0.372 1.516 4.320
C2 3.017 0.995 0.362
O5 1.973 0.870 -0.278
N1 3.101 1.061 1.722
N2 4.255 0.897 -0.223
H4 2.258 1.020 2.278
H5 3.912 0.702 2.186
H6 4.285 1.162 -1.193
H7 5.050 0.809 0.372
C3 1.126 -1.697 3.268
O6 1.185 -1.065 2.205
N3 1.551 -2.971 3.371
N4 0.620 -1.132 4.393
H8 1.533 -3.542 4.189
H9 1.733 -3.311 2.432
H10 0.459 -0.128 4.340
H11 0.472 -1.611 5.259
C4 -2.880 -1.956 2.788
C5 -3.096 -2.275 1.294
C6 -3.848 -1.175 0.556
O7 -3.195 0.056 0.835
C7 -3.833 1.124 0.160
N5 -1.816 -2.612 0.643
H12 -3.886 -2.009 3.205
H13 -2.443 -0.973 2.963
H14 -2.229 -2.688 3.267
H15 -3.733 -3.169 1.303
H16 -4.863 -1.070 0.950
H17 -3.811 -1.400 -0.516
H18 -3.363 2.045 0.508
H19 -4.878 1.141 0.489
H20 -3.780 1.171 -0.931
H21 -1.305 -3.331 1.149
H22 -2.027 -3.138 -0.205
C8 -0.289 3.464 -1.149
C9 -0.790 2.619 -2.297
C10 -1.220 3.592 -3.381
O8 -1.651 2.912 -4.549
C11 -2.199 3.794 -5.485
N6 0.291 1.727 -2.707
H23 0.270 2.991 -0.344
H24 -1.031 4.170 -0.776
H25 0.472 4.167 -1.521
H26 -1.616 1.958 -2.005
H27 -0.333 4.178 -3.669
H28 -1.868 4.396 -3.015
H29 -1.375 4.138 -6.127
H30 -2.816 4.582 -5.041
H31 -2.888 3.403 -6.244
H32 0.735 1.288 -1.913
H33 0.021 1.115 -3.460
C12 2.672 -2.009 -3.612
C13 2.211 -2.512 -2.211
C14 3.226 -2.948 -1.159
O9 2.489 -3.519 -0.075
C15 1.814 -4.757 -0.283
N7 1.225 -1.612 -1.670
H34 1.758 -2.112 -4.189
H35 3.465 -2.690 -3.922
H36 3.037 -0.983 -3.624
H37 1.596 -3.383 -2.483
H38 3.811 -2.072 -0.863
H39 4.015 -3.660 -1.431
H40 1.841 -5.284 0.665
H41 2.356 -5.277 -1.080
H42 0.822 -4.555 -0.698
H43 0.973 -1.952 -0.752
H44 1.535 -0.648 -1.621

These are the Mulliken partial charges, in e, on atoms 1 to 2: 0.40, 0.40

=====

Molecular formula: C15H45AsF6O7
Method: DFT, ωB97M-V with the def2-TZVPD basis set

Properties
Energy relative to the best compared isomer or geometry (same formula, charge and spin)   0.0 kcal per mole
2S+1   1

Geometry (Å):
O1 -0.131 -0.575 0.150
H1 0.407 0.073 -0.382
H2 -0.394 -1.383 -0.396
H3 -0.957 -0.162 0.530
As1 -0.203 3.959 -0.108
F1 0.210 4.239 1.542
F2 -0.339 2.231 0.200
F3 -0.661 3.664 -1.793
F4 0.003 5.634 -0.532
F5 1.487 3.660 -0.571
F6 -1.891 4.204 0.253
C1 -3.797 1.519 0.272
C2 -3.685 0.005 0.417
O2 -2.572 -0.366 1.242
H4 -3.865 1.991 1.249
H5 -4.719 1.725 -0.280
H6 -2.958 1.906 -0.296
H7 -3.632 -0.530 -0.531
H8 -4.622 -0.318 0.892
H9 -2.851 -0.257 2.155
C3 3.635 -1.412 0.984
C4 4.258 -1.756 2.315
O3 3.277 -1.553 3.340
H10 4.284 -1.569 0.123
H11 3.437 -0.338 0.969
H12 2.672 -1.900 0.843
H13 5.151 -1.159 2.525
H14 4.608 -2.795 2.360
H15 3.667 -1.823 4.176
C5 2.113 -0.704 -2.629
C6 2.521 0.705 -2.201
O4 1.872 0.990 -0.973
H16 2.494 -1.418 -1.895
H17 2.502 -0.919 -3.624
H18 1.025 -0.779 -2.651
H19 2.146 1.363 -2.995
H20 3.609 0.807 -2.144
H21 1.943 1.954 -0.834
C7 1.526 1.202 4.851
C8 1.251 1.376 3.358
C9 2.358 2.181 2.682
O5 1.116 0.125 2.705
H22 0.608 1.058 5.418
H23 2.037 2.104 5.198
H24 2.225 0.385 5.039
H25 0.308 1.916 3.241
H26 3.354 1.731 2.819
H27 2.487 3.240 2.905
H28 2.296 2.139 1.590
H29 1.909 -0.418 2.904
C10 -0.901 -3.657 1.111
C11 -1.074 -4.003 -0.372
C12 -2.518 -4.425 -0.625
O6 -0.805 -2.778 -1.097
H30 0.124 -3.303 1.239
H31 -1.035 -4.540 1.734
H32 -1.592 -2.880 1.436
H33 -0.315 -4.736 -0.651
H34 -2.738 -5.356 -0.109
H35 -2.766 -4.429 -1.690
H36 -3.131 -3.622 -0.210
H37 -0.993 -2.969 -2.024
C13 -3.227 1.221 -3.385
C14 -1.926 0.433 -3.304
C15 -1.022 0.702 -4.478
O7 -1.235 0.713 -2.068
H38 -3.025 2.292 -3.463
H39 -3.859 1.079 -2.511
H40 -3.762 0.908 -4.284
H41 -2.132 -0.637 -3.204
H42 -0.639 1.725 -4.481
H43 -1.603 0.609 -5.403
H44 -0.178 0.021 -4.582
H45 -1.164 1.679 -1.991

These are the Mulliken partial charges, in e, on atoms 1 to 2: 0.75, -0.05

=====

Molecular formula: C15H45BBrN14O29P
Method: DFT, ωB97M-V with the def2-TZVPD basis set

Properties
Energy   -6486.12936 a.u.
2S+1   1

Geometry (Å):
C1 -0.423 2.995 0.591
O1 0.196 2.729 1.879
B1 1.117 1.766 1.839
O2 1.990 1.556 0.800
P1 1.284 0.507 3.362
Br1 0.678 2.052 5.015
O3 1.727 -0.854 2.115
C2 2.526 -1.759 2.541
N1 3.251 -2.595 2.916
H1 -1.217 3.723 0.696
H2 0.309 3.413 -0.092
H3 -0.800 2.063 0.192
H4 1.747 0.828 0.215
H5 0.228 -0.279 3.769
H6 2.524 0.361 3.960
C3 -3.784 -0.882 -0.451
N2 -2.752 0.062 0.049
O4 -1.753 0.229 -0.637
O5 -2.953 0.614 1.107
H7 -3.442 -1.286 -1.397
H8 -3.891 -1.662 0.298
H9 -4.716 -0.319 -0.571
C4 0.823 -2.546 -2.461
N3 -0.585 -2.683 -2.931
O6 -1.294 -1.693 -2.913
O7 -0.936 -3.784 -3.297
H10 0.982 -1.517 -2.166
H11 0.953 -3.225 -1.623
H12 1.470 -2.833 -3.283
C5 -8.235 1.218 -2.642
N4 -7.124 1.219 -1.650
O8 -7.146 2.031 -0.754
O9 -6.245 0.383 -1.806
H13 -8.931 2.003 -2.375
H14 -7.792 1.389 -3.618
H15 -8.708 0.245 -2.604
C6 0.382 -3.279 6.714
N5 0.393 -2.194 5.698
O10 1.293 -1.373 5.693
O11 -0.524 -2.181 4.899
H16 1.254 -3.173 7.343
H17 -0.533 -3.184 7.287
H18 0.396 -4.216 6.167
C7 -1.017 -6.219 10.398
N6 -1.026 -5.099 9.428
O12 -0.095 -4.318 9.438
O13 -1.986 -5.017 8.684
H19 -0.102 -6.157 10.976
H20 -1.896 -6.109 11.029
H21 -1.058 -7.139 9.815
C8 -1.493 2.266 -3.511
N7 -0.413 3.236 -3.172
O14 0.553 3.300 -3.906
O15 -0.565 3.898 -2.165
H22 -1.213 1.754 -4.423
H23 -1.583 1.575 -2.676
H24 -2.407 2.838 -3.636
C9 4.240 -5.717 2.066
N8 4.237 -6.373 0.729
O16 4.235 -7.587 0.684
O17 4.232 -5.643 -0.244
H25 4.233 -6.489 2.822
H26 5.130 -5.102 2.127
H27 3.351 -5.097 2.123
C10 3.134 5.000 -4.578
N9 4.268 5.730 -5.208
O18 4.531 6.846 -4.798
O19 4.857 5.167 -6.107
H28 2.712 5.626 -3.802
H29 2.408 4.795 -5.357
H30 3.528 4.076 -4.168
C11 6.696 -5.692 6.013
N10 5.790 -6.457 5.115
O20 4.647 -6.649 5.487
O21 6.253 -6.828 4.060
H31 6.145 -5.422 6.905
H32 7.541 -6.334 6.241
H33 7.020 -4.812 5.466
C12 0.681 -8.472 6.287
N11 0.421 -7.747 7.558
O22 0.043 -8.390 8.523
O23 0.591 -6.544 7.559
H34 0.477 -9.523 6.449
H35 0.023 -8.047 5.535
H36 1.717 -8.300 6.018
C13 -12.709 1.531 -4.906
N12 -11.604 1.514 -3.909
O24 -11.628 2.329 -3.012
O25 -10.736 0.673 -4.062
H37 -13.393 2.325 -4.638
H38 -12.261 1.699 -5.881
H39 -13.190 0.558 -4.870
C14 2.850 8.818 -6.586
N13 1.427 8.574 -6.945
O26 0.674 9.523 -7.021
O27 1.106 7.415 -7.142
H40 2.995 9.881 -6.440
H41 3.048 8.264 -5.679
H42 3.460 8.447 -7.400
C15 5.773 9.685 -10.457
N14 5.440 10.311 -9.147
O28 5.342 9.583 -8.178
O29 5.289 11.514 -9.137
H43 5.877 8.617 -10.306
H44 4.962 9.915 -11.140
H45 6.701 10.131 -10.801

These are the Mulliken partial charges, in e, on atoms 1 to 2: -0.14, -0.30